Entry 1:
ORCA calculation (ωB97M-V/def2-TZVPD) on one molecule with the formula C4H7NO.

ORCA input file:
```
! wB97M-V def2-TZVPD RIJCOSX def2/J DEFGRID3
* xyz 0 1
O 2.08372 -0.80288 -1.11990
N -1.37743 -0.09709 0.72533
C -0.99840 0.87621 -0.26681
C 0.94048 -0.73070 -0.39828
C -0.56380 -0.12649 1.70648
C -0.12957 -0.11197 -0.97753
H -0.33582 -0.36637 -2.01119
H 1.01121 -1.33570 0.50715
H -0.48755 -1.03986 2.29045
H 0.00653 0.75297 2.02312
H -1.80099 1.27912 -0.89417
H -0.38929 1.72748 0.11111
H 2.04092 -0.02473 -1.69576
*
```

The calculation puts the HOMO-LUMO gap at 9.13 eV. For the HOMO energy, the calculation gives -8.337 eV. As for the electronic energy: -286.48127 Eh. As for the largest force on an atom: 1.1 eV/A.

=====

Entry 2:
ORCA calculation (ωB97M-V/def2-TZVPD) on C21H42MoN6O3Si as an isolated structure.

ORCA input file:
```
! wB97M-V def2-TZVPD RIJCOSX def2/J DEFGRID3
* xyz 2 3
Mo 0.05603 -1.09169 0.49855
Si 2.53175 -1.84434 -1.96861
O -1.87641 2.31546 -0.77153
O -0.89805 0.73658 0.46719
O 1.05435 -0.01080 1.89069
N -4.60737 2.02203 -3.12715
N 1.48744 1.72812 3.27975
N -3.32223 3.81692 -2.33602
N 3.06832 0.10334 2.83229
N -4.30837 3.89011 -4.44450
N -1.28961 -1.07851 -1.42515
C 2.31652 2.42599 4.31543
C -1.61804 1.15092 -0.51612
C 0.49452 -2.86406 2.25781
C -0.58724 -3.37116 0.31727
C 1.83722 0.57237 2.68427
C 0.45744 2.60385 2.72824
C -4.52639 0.92123 -0.74514
C 3.52780 1.61702 4.59501
C 4.08636 1.05205 3.31924
C -4.09647 3.29053 -3.26109
C 1.67929 -0.58774 -0.87304
C -5.30342 1.52435 -1.92836
C -2.22392 0.10903 -1.43185
C 3.63136 -1.20378 2.53134
C -0.84214 -2.38462 2.39350
C -3.66535 -0.30233 -1.00095
C 0.63565 -3.49583 0.99623
C 3.80590 -2.79826 -0.97445
C -1.50305 -2.72291 1.23721
C 1.17092 -3.07964 -2.53084
C 3.09334 -1.06375 -3.55757
H 3.67257 -1.75970 -4.20371
H 1.73006 2.56904 5.17896
H -5.84572 2.34062 -1.49636
H -5.98168 0.79883 -2.35878
H 2.35207 -0.19298 -0.12295
H 4.49867 -2.11559 -0.49087
H -5.15232 3.67526 -4.96733
H -0.59546 -1.05032 -2.13166
H -1.74585 -1.99156 -1.44454
H -3.23131 4.85234 -2.22744
H -2.29531 0.51459 -2.44559
H 3.37978 -3.41084 -0.19719
H 0.59600 -3.58003 -1.68474
H -4.06225 -0.90998 -1.80579
H 1.53647 -3.91875 0.65207
H 0.21681 2.37707 1.70275
H 4.98742 0.45431 3.40240
H 0.40115 -2.56713 -3.10083
H 4.23860 1.81406 2.58803
H -3.63958 -0.85697 -0.06288
H -3.97639 1.72435 -0.23104
H 1.61083 -3.93742 -3.02787
H 1.31942 0.36179 -1.33384
H -1.21221 -1.88101 3.27165
H -4.99755 1.64229 -3.96828
H 4.42013 -1.07557 1.77419
H -2.50625 -2.51167 0.91182
H 2.22548 -0.86964 -4.19360
H -5.33851 0.64774 -0.02203
H 4.28835 -3.42560 -1.70051
H -0.47894 2.61047 3.28536
H 4.22038 2.20689 5.15047
H 1.28206 -2.70256 2.95156
H -3.73788 4.67777 -4.69335
H 3.25216 0.80214 5.27788
H 4.16304 -1.61249 3.42733
H 2.84842 -1.83908 2.13306
H -0.81366 -3.89670 -0.62678
H 3.66281 -0.13820 -3.51180
H -3.00197 3.22486 -1.56988
H 0.84653 3.62589 2.65457
H 2.59746 3.34299 3.80586
*
```

The calculation puts the HOMO-LUMO gap (alpha / beta) at 8.14 / 8.51 eV. For the HOMO energy (alpha / beta), the calculation gives -13.399 / -13.925 eV. As for the electronic energy: -1736.91266 Eh. As for the largest force on an atom: 2.6 eV/A.

=====

Entry 3:
ORCA calculation (ωB97M-V/def2-TZVPD) on a 2-piece molecular cluster, C4H6 overall.

ORCA input file:
```
! wB97M-V def2-TZVPD RIJCOSX def2/J DEFGRID3
* xyz 0 1
C 1.07842 1.58620 -0.67411
C -1.36074 -0.65837 1.35716
C 0.67602 0.51122 -1.53164
C 1.96979 0.69196 -1.36085
H -2.14106 -0.09541 1.63482
H -0.93582 -0.21536 0.47702
H 0.00953 -0.01659 -2.01038
H 2.95424 0.25973 -1.40991
H -1.67069 -1.70469 1.45959
H -0.57970 -0.35870 2.05830
*
```

The calculation puts the HOMO-LUMO gap at 10.36 eV. For the HOMO energy, the calculation gives -9.297 eV. As for the electronic energy: -155.82161 Eh. As for the largest force on an atom: 5.2 eV/A.

=====

Entry 4:
ORCA calculation (ωB97M-V/def2-TZVPD) on one molecule with the formula CH3NO4S.

ORCA input file:
```
! wB97M-V def2-TZVPD RIJCOSX def2/J DEFGRID3
* xyz 0 1
S 0.17553 0.22922 -0.90141
O 0.53936 1.97193 2.43711
O 1.49379 -0.23026 -1.17326
O -0.08166 0.42596 1.11643
O 1.11217 2.03894 0.38449
N 0.53696 1.57374 1.33038
C -0.78049 -1.30779 -0.79112
H -0.62723 -1.80355 -1.69816
H -1.74882 -0.95188 -0.66919
H -0.61962 -1.94629 -0.03527
*
```

The calculation puts the HOMO-LUMO gap at 10.11 eV. For the HOMO energy, the calculation gives -11.000 eV. As for the electronic energy: -793.60717 Eh. As for the largest force on an atom: 3.8 eV/A.

=====

Entry 5:
ORCA calculation (ωB97M-V/def2-TZVPD) on one molecule with the formula C4H7N3O.

ORCA input file:
```
! wB97M-V def2-TZVPD RIJCOSX def2/J DEFGRID3
* xyz 0 1
O -2.65794 0.92468 -0.45309
N -0.66943 0.11708 -0.25224
N -0.35371 1.33801 -0.52434
N -2.33600 -1.19940 0.14449
C 0.95087 1.48333 -0.66464
C -1.91520 -0.02060 -0.24124
C 2.04185 -0.33619 0.84706
C 1.95227 0.44525 -0.26518
H 1.16540 -0.35891 1.56949
H -2.05729 -1.68392 1.02913
H 2.71811 -1.21468 0.89359
H 1.30562 2.56298 -0.71846
H -3.24480 -1.52869 -0.09647
H 3.15866 0.21664 -0.78298
H -0.05841 -0.74559 -0.48511
*
```

The calculation puts the HOMO-LUMO gap at 9.07 eV. For the HOMO energy, the calculation gives -8.954 eV. As for the electronic energy: -395.97896 Eh. As for the largest force on an atom: 7.5 eV/A.

=====

Entry 6:
ORCA calculation (ωB97M-V/def2-TZVPD) on a 11-piece molecular cluster, C27H76O11 overall.

ORCA input file:
```
! wB97M-V def2-TZVPD RIJCOSX def2/J DEFGRID3
* xyz 0 1
O 16.87751 11.86839 -3.29534
O 20.55560 17.47847 1.69018
O 25.30992 16.30703 4.07480
O 20.96500 15.50147 -0.19980
O 18.33251 14.13977 3.02145
O 18.36695 12.18927 -5.86437
O 21.92129 15.99689 -2.96759
O 19.52304 8.45921 1.26507
O 18.41266 19.18632 0.69519
O 23.65368 10.30402 -0.34020
O 16.76115 18.32291 -2.16646
C 15.36547 17.30830 -3.80271
C 24.39129 12.62030 -0.06782
C 16.74205 18.06665 2.09226
C 24.04908 15.69905 -1.89855
C 18.41391 10.12946 -3.10812
C 20.09258 14.36781 -0.26903
C 16.28215 17.07809 -2.57818
C 20.67509 13.28171 -1.23199
C 19.82063 10.65741 1.95482
C 24.64438 16.61078 2.90009
C 20.65987 12.41404 -5.33442
C 17.55600 19.40463 1.85650
C 24.36742 11.19980 0.48342
C 17.84450 9.90474 0.58477
C 19.31714 9.74224 0.87682
C 19.38713 13.12533 -5.79249
C 16.06303 9.64353 -3.87092
C 25.55907 16.72950 1.67490
C 19.67580 13.66935 -7.12912
C 23.58678 15.43225 2.70665
C 25.74477 10.63912 0.45002
C 17.00117 10.47476 -3.01221
C 18.65470 14.90811 -0.55019
C 23.21564 15.42794 -3.13350
C 23.84328 15.98634 -4.44923
C 16.66592 20.63074 1.48251
C 15.57665 16.33265 -1.49128
H 14.94063 16.36411 -4.14345
H 23.13031 15.45368 3.69622
H 20.06513 13.19836 -2.13149
H 20.13831 13.92458 0.72575
H 17.90021 14.31530 -0.03308
H 21.40361 13.08059 -4.89775
H 24.95262 15.08939 -1.89376
H 24.11451 14.49149 2.54983
H 17.37077 12.06308 -4.09559
H 18.19919 13.20658 2.85528
H 18.77837 10.50263 -4.06520
H 16.09263 17.84090 1.24646
H 17.54572 9.27456 -0.25291
H 19.05225 13.95621 -5.17153
H 20.59900 11.83976 -4.40996
H 18.54528 15.83436 0.01389
H 23.94072 10.64519 -1.19039
H 18.01342 19.84737 2.74129
H 26.28604 11.45005 0.93736
H 25.15376 13.22935 0.41775
H 16.20299 16.14261 -0.61968
H 17.53390 17.33879 2.26912
H 15.90733 20.35618 0.74953
H 20.67110 12.28318 -0.79494
H 26.10921 10.42585 -0.55486
H 19.29822 10.33355 2.85499
H 16.10603 18.13184 2.97507
H 19.96889 7.96442 0.57370
H 22.80304 15.50809 1.95292
H 17.08888 16.46486 -2.97974
H 14.63278 16.74944 -1.13986
H 24.14670 17.55119 3.13682
H 16.16188 21.14727 2.29936
H 20.02471 18.16267 1.28243
H 24.45603 12.61031 -1.15584
H 26.15494 15.84198 1.46197
H 19.98526 9.97058 0.04642
H 20.93058 11.71091 -6.12209
H 24.74738 15.43334 -4.70397
H 25.53446 15.38060 4.18838
H 23.54054 15.46787 -0.96258
H 18.75845 14.13046 -7.49513
H 15.03814 9.61862 -3.50070
H 24.26579 16.96163 -4.20761
H 14.52577 17.99209 -3.67845
H 23.44481 13.11101 0.15908
H 18.58855 9.05494 -3.05332
H 17.65470 14.36959 3.65704
H 20.13339 17.31807 2.53412
H 24.38360 16.73158 -1.99894
H 17.80930 18.81255 0.04878
H 19.67594 11.71159 1.71849
H 16.97392 18.91932 -2.88801
H 17.28631 9.53237 1.44375
H 19.07113 10.70201 -2.45363
H 23.15399 15.95994 -5.29320
H 21.63153 15.85236 -2.06383
H 25.93973 9.75015 1.04987
H 26.33640 17.49154 1.73092
H 19.82216 12.99352 -7.97170
H 17.72083 12.62050 -6.42844
H 17.22960 21.47271 1.08071
H 20.38867 14.48724 -7.23389
H 25.04445 16.98347 0.74821
H 21.74598 13.35571 -1.42122
H 17.46674 10.88955 0.30991
H 18.46365 14.99154 -1.62007
H 15.96919 9.97719 -4.90434
H 15.34219 15.36255 -1.92952
H 15.90369 17.75383 -4.63932
H 23.08231 14.35516 -3.27304
H 16.37572 8.60960 -4.01697
H 23.82399 11.16247 1.42755
H 20.88725 10.56963 2.16152
H 16.69422 10.43122 -1.96723
H 20.92374 15.91806 0.66411
*
```

The calculation puts the HOMO-LUMO gap at 9.95 eV. For the HOMO energy, the calculation gives -9.531 eV. As for the electronic energy: -1901.82347 Eh. As for the largest force on an atom: 3.2 eV/A.

=====

Entry 7:
ORCA calculation (ωB97M-V/def2-TZVPD) on a 7-piece molecular cluster, C35H73N8O7 overall.

ORCA input file:
```
! wB97M-V def2-TZVPD RIJCOSX def2/J DEFGRID3
* xyz 1 1
O 5.06630 2.39430 -1.34021
O -5.07528 1.66131 -1.99327
O -8.12097 0.61368 5.19983
O 7.04722 -2.09019 -3.32012
O 3.79006 5.54840 2.53550
O 10.92682 -3.94039 -5.77665
O -1.35083 -1.50173 2.73331
N -0.41973 1.78999 -1.14992
N -6.12174 0.31260 -3.44082
N -8.97438 1.77190 6.91785
N 8.76706 -3.34601 -2.63172
N 6.79004 1.13163 -0.66252
N 2.40342 4.18602 1.41519
N -0.61890 0.90420 -0.18438
N 12.34065 -5.65954 -6.03950
C -4.25594 2.90119 1.97865
C 12.80460 -3.55843 -7.21154
C 5.93319 1.56815 -1.61703
C 13.50894 -6.35481 -6.55168
C 7.86351 0.16367 -0.80448
C 2.06947 3.12032 0.49389
C -3.67555 0.42972 -3.50108
C -1.34957 1.04738 0.90405
C 8.07623 -3.47250 -4.98563
C -5.22441 3.05415 3.15490
C -7.04814 1.82459 1.83680
C -4.68009 -1.76044 1.12601
C -2.64322 -1.10869 3.19677
C -1.84739 3.21415 0.21734
C -2.01019 2.24942 1.19007
C 9.84995 -4.30349 -2.75480
C -7.69458 0.43770 1.68109
C -6.87353 -0.52468 0.80697
C -5.33786 -0.37880 0.93850
C -5.00006 0.85607 -2.91317
C -6.23316 -0.65021 -4.52372
C 6.09705 1.00158 -3.00144
C -9.10773 0.97579 5.82874
C 3.65453 4.62973 1.74890
C -4.83722 -2.31987 2.54722
C -2.84584 2.42542 2.41342
C -6.27991 1.94277 3.16011
C -0.28227 -0.78496 3.32877
C -10.01882 2.29743 7.78032
C -1.07055 2.91157 -0.90494
C 4.80447 3.92077 1.08640
C 7.91609 -2.91335 -3.59508
C -10.50363 0.56258 5.43150
C -3.53958 -2.34513 3.36949
C 11.94687 -4.38768 -6.28913
H -2.94786 -3.23583 3.17115
H -5.25781 -0.92364 -4.91031
H 7.31812 -3.02790 -5.62464
H 7.68733 -0.67372 -0.12670
H 5.96390 -0.07972 -2.98836
H -7.00968 2.08795 3.94805
H -5.74890 4.00618 3.02834
H -9.98468 3.38759 7.77094
H 5.73706 4.36388 1.42665
H 2.96144 2.67458 0.06098
H 7.92026 -0.21354 -1.82025
H -8.01794 2.00926 7.12864
H 5.34796 1.44131 -3.65361
H 1.50262 2.34773 1.02868
H -3.82640 -2.39364 4.42025
H 8.59728 -2.93139 -1.72941
H -4.90328 0.05959 0.03755
H 9.06014 -3.23475 -5.38926
H -5.03309 0.21623 1.79744
H -10.99992 1.97302 7.45268
H -6.82678 -0.22136 -5.33160
H -5.64164 -1.83922 3.10614
H 11.72473 -6.15913 -5.41785
H -6.96998 0.63939 -3.00440
H 0.43242 -0.53274 2.53782
H -2.55292 -0.63032 4.17553
H 9.67039 -5.14248 -2.07838
H -6.73536 -1.54800 -4.16162
H -2.29878 4.19112 0.29194
H -2.38951 3.10838 3.12966
H 14.13657 -6.67398 -5.71879
H -0.14127 0.01816 -0.32346
H -7.13834 -0.48175 -0.24938
H 12.85873 -4.01828 -8.19866
H -10.44428 -0.06713 4.54899
H -1.43315 0.20481 1.58107
H -0.60650 0.16690 3.75485
H -0.97465 3.66830 -1.67378
H -6.46476 2.11042 0.96286
H -3.07514 -0.36332 2.52072
H -7.11068 -1.54030 1.13273
H 1.65962 4.68177 1.87942
H 7.08535 1.24084 -3.39466
H 10.79134 -3.82689 -2.47734
H -8.65200 0.59346 1.17539
H -4.72277 3.14695 4.11873
H -5.14680 -2.44243 0.41365
H -3.62150 -1.71473 0.85031
H -7.95232 0.03286 2.65840
H 4.79887 2.86408 1.35152
H -5.76971 1.01227 3.42708
H -3.62416 0.68969 -4.55844
H -9.85454 1.95301 8.80203
H -7.86750 2.54517 1.90459
H 14.09053 -5.71654 -7.20690
H 13.80975 -3.44960 -6.80321
H -11.10930 1.43838 5.19610
H -4.59376 2.18844 1.22983
H 4.73870 4.02489 0.01161
H 1.45005 3.52164 -0.30866
H -10.97708 -0.00406 6.23369
H 6.63862 1.54820 0.24224
H 7.93624 -4.55422 -4.97804
H 9.93069 -4.67024 -3.77094
H -2.87743 0.94832 -2.97729
H -3.53269 -0.64508 -3.38215
H 12.36043 -2.57297 -7.31047
H -2.97520 1.45610 2.89690
H 0.26108 -1.37696 4.06505
H 13.19184 -7.23818 -7.10716
H 8.81274 0.63340 -0.53993
H -4.11903 3.85973 1.47555
H -5.16113 -3.35720 2.44114
*
```

The calculation puts the HOMO-LUMO gap at 6.62 eV. For the HOMO energy, the calculation gives -10.666 eV. As for the electronic energy: -2341.93278 Eh. As for the largest force on an atom: 1.3 eV/A.

=====

Entry 8:
ORCA calculation (ωB97M-V/def2-TZVPD) on C10H30KO10 as an isolated structure.

ORCA input file:
```
! wB97M-V def2-TZVPD RIJCOSX def2/J DEFGRID3
* xyz 1 1
K -0.71523 -0.53063 -0.38574
O 1.58170 -1.93194 -1.10643
O -4.49177 -2.42064 -3.86364
O -0.16354 3.75448 -3.39815
O 0.13494 1.99972 0.86509
O -1.08774 -1.10251 4.73888
O 1.88776 4.59505 2.81539
O 3.13184 -1.61408 1.29293
O 0.53904 -0.72128 2.45794
O -3.06116 -1.53019 -1.36389
O 0.89186 1.33169 -1.96577
C -0.87261 2.55877 -3.15033
C 0.10006 -1.88917 4.51843
C 1.24241 2.78514 1.35641
C 3.38883 -0.96042 0.06975
C 1.05356 -1.06662 3.72461
C -3.91749 -2.69274 -1.53431
C 3.03992 -1.79850 -1.12105
C 0.03368 1.35520 -3.10347
C -3.74777 -3.17841 -2.92824
C 0.80062 3.97716 2.16462
H -0.32606 -0.32786 2.62689
H 0.53530 1.95247 -1.31693
H -1.66956 2.39628 -3.88812
H 1.88835 2.96374 0.49797
H -3.25901 -1.18875 -0.48568
H 0.61581 1.33330 -4.02757
H 1.96845 -1.65749 3.61791
H -0.20067 -2.74786 3.91339
H 2.86897 0.00296 -0.01264
H 1.36165 -0.18394 4.29647
H -3.65998 -3.46111 -0.79665
H -1.41241 2.71632 -2.20889
H 2.66910 4.55042 2.25589
H -4.05992 -4.21522 -3.04802
H 0.09442 3.64825 2.93173
H 3.36650 -1.31216 -2.04027
H 0.57058 -2.16146 5.46111
H -0.56616 1.97716 1.52329
H 4.45454 -0.71920 0.04199
H -2.68375 -3.18064 -3.20385
H 1.32345 -2.36164 -1.92716
H 1.83155 2.13819 2.02540
H -1.87258 -1.61208 4.52059
H 0.08948 3.75528 -4.32658
H -4.94638 -2.38999 -1.33735
H 3.41822 -2.81590 -1.03852
H -4.05886 -1.57527 -4.01045
H -0.55840 0.42635 -3.09528
H 0.26985 4.71119 1.54248
H 2.17862 -1.58142 1.42581
*
```

The calculation puts the HOMO-LUMO gap at 9.52 eV. For the HOMO energy, the calculation gives -13.031 eV. As for the electronic energy: -1751.09083 Eh. As for the largest force on an atom: 1.6 eV/A.